Entry from the Open Molecules 2025 dataset: a 10-piece molecular cluster, C28H44F12O32S6 overall (wB97M-V/def2-TZVPD).

The geometry in XYZ format:
```
122
Properties=species:S:1:pos:R:3:mulliken_charge:R:1
S -25.67327 -1.81236 21.38088 0.967
S -20.64856 3.38591 20.29546 1.057
S -20.77326 -0.59429 16.01213 0.949
S -22.20171 -3.69157 24.27360 1.103
S -14.78468 -4.26937 23.46716 1.046
S -16.03094 -0.85194 19.46107 0.780
F -18.06722 2.96347 26.38607 -0.240
F -27.76540 2.14404 27.28067 -0.244
F -28.36645 4.04951 28.07527 -0.259
F -20.88778 -7.03402 26.85037 -0.226
F -21.55123 -7.38812 28.84845 -0.289
F -16.21123 4.08087 26.18630 -0.254
F -21.19945 -1.01987 26.30663 -0.229
F -23.01761 -6.99529 27.36787 -0.240
F -19.77343 0.50245 26.16817 -0.272
F -16.20297 2.01830 26.95755 -0.213
F -19.31921 -1.38381 25.51570 -0.113
F -27.84085 3.88335 25.98936 -0.223
O -17.01532 1.09046 24.49976 -0.475
O -26.79603 -1.92934 20.43815 -0.578
O -24.84989 -3.02831 21.70815 -0.419
O -20.48431 -0.14161 17.32306 -0.242
O -14.73602 -4.92202 24.75424 -0.538
O -21.50548 2.21672 20.37993 -0.372
O -15.04129 0.18461 19.21406 -0.644
O -19.84157 -0.55722 23.21080 0.436
O -21.96332 -1.74371 16.11639 -0.320
O -22.09702 -5.32058 24.45076 -0.413
O -22.52637 -3.31734 22.95017 -0.502
O -21.22821 4.45195 19.21904 -0.305
O -19.61581 -1.01562 15.22814 -0.589
O -16.35850 -3.95962 22.95793 -0.288
O -25.35657 2.64976 27.26022 -0.150
O -20.54252 -3.62331 24.42507 -0.046
O -16.67465 -1.39422 18.02812 -0.268
O -15.40262 -2.29167 19.81766 -0.320
O -26.14157 -0.91794 22.69195 -0.417
O -24.70971 -0.55073 20.86056 -0.244
O -15.90136 2.91969 23.75205 -0.346
O -22.88362 -3.06883 25.39065 -0.470
O -20.61180 -4.58521 27.54607 -0.531
O -25.58829 4.84244 27.64384 -0.555
O -19.34088 2.93874 19.35933 -0.210
O -14.04376 -4.85482 22.35836 -0.545
O -21.65054 0.69374 23.92463 -0.701
O -17.01477 -0.50585 20.46696 -0.290
O -22.68401 -4.63205 28.63948 -0.331
O -20.27439 3.99223 21.57509 -0.589
O -14.45839 -2.64402 23.63836 -0.417
O -21.79149 0.41240 15.14988 -0.343
C -15.65338 -1.86200 23.64073 0.324
C -16.71841 2.82254 26.09070 0.775
C -23.96396 2.50909 27.43368 -0.724
C -16.57094 2.20127 24.66971 0.504
C -23.34303 1.17126 26.99427 -0.547
C -20.24483 -0.50049 25.54865 0.554
C -20.55652 -0.71740 20.92229 -0.599
C -22.66726 -0.28461 14.39619 -0.382
C -19.90101 -4.70558 23.78823 -0.145
C -16.53387 3.20508 21.35053 -1.052
C -26.06978 3.73907 27.46163 0.324
C -19.85284 0.10985 21.90524 0.800
C -20.69813 -0.08090 24.18400 0.201
C -21.79738 -6.70236 27.72535 0.936
C -22.67083 -2.61689 30.13714 -1.252
C -19.01198 3.81592 18.28977 -0.116
C -25.06690 -0.11559 23.12796 0.012
C -15.65697 2.44959 22.42885 0.046
C -24.51752 0.46317 21.78252 0.233
C -22.89044 -3.20720 28.68369 0.574
C -27.54747 3.47192 27.16723 0.906
C -16.16369 -3.33377 19.32475 -0.099
C -20.91435 -5.79472 23.81981 -0.464
C -16.79473 -2.79952 18.00110 -0.289
C -21.59939 -5.20692 28.01716 0.407
C -23.09841 -1.51501 15.29565 -0.250
C -20.15268 4.78565 18.31217 -0.536
C -16.87534 -2.82045 23.49779 0.233
H -23.24627 -2.35532 14.61732 0.270
H -21.63303 -0.62285 21.06470 -0.164
H -17.86231 -3.01922 17.99126 0.234
H -25.09627 1.33626 21.48111 0.242
H -18.88419 3.22739 17.38125 0.294
H -18.95286 -4.97169 24.25547 0.307
H -17.04431 -3.56478 19.92411 -0.004
H -23.45119 3.30628 26.89548 0.382
H -22.23923 -0.61610 13.45014 0.291
H -16.30651 -3.12883 17.08389 0.246
H -15.61314 -1.29330 24.56975 0.241
H -15.65687 -4.29746 19.27441 0.470
H -23.44110 0.63250 21.81007 -0.191
H -17.40628 -2.96597 24.43854 0.105
H -19.69771 -4.33752 22.78261 0.081
H -15.47090 -1.20754 22.78840 -0.103
H -16.01566 3.04972 20.40426 0.383
H -14.60215 2.51487 22.16201 0.388
H -18.78122 0.16488 21.71367 -0.940
H -20.60632 4.94960 17.33471 0.294
H -21.17862 -5.99792 22.78203 0.283
H -22.39408 1.27267 27.52086 0.357
H -23.57942 -2.91024 30.66300 0.354
H -17.72705 -2.48263 22.90739 -0.034
H -21.82873 -2.99501 30.71678 0.349
H -23.58882 2.59954 28.45309 0.306
H -23.27093 0.94834 25.92974 0.110
H -17.57681 2.89449 21.41309 0.058
H -20.40116 1.03386 22.08868 0.635
H -23.47759 0.40639 14.16386 0.298
H -23.95428 -3.15002 28.45331 0.294
H -23.91532 0.39963 27.50919 0.311
H -18.06688 4.30879 18.51775 0.197
H -19.87985 5.75733 18.72389 0.315
H -20.29425 -0.50406 19.88605 0.236
H -16.00374 1.43306 22.24308 -0.036
H -20.36464 -1.79001 20.95016 0.248
H -22.67586 -1.54208 30.31839 0.322
H -23.94188 -1.25440 15.93496 0.285
H -25.38308 0.72349 23.74771 0.322
H -24.42842 -0.82346 23.65651 0.083
H -20.50253 -6.70067 24.26451 0.286
H -16.54668 4.29184 21.43354 0.452
H -22.39928 -2.55346 27.96295 -0.309
```

The calculation puts the energy relative to the best compared isomer or geometry (same formula, charge and spin) at 4.043 eV. Its total energy is -7088.2588 a.u. The gap between HOMO and LUMO is 10.8 eV. As for the LUMO energy: 0.002 eV. Its SMILES is CCOC(=O)C(F)(F)F.CCOC(=O)C(F)(F)F.CCOC(=O)C(F)(F)F.CCOC(=O)C(F)(F)F.O=S1(=O)OCCO1.O=S1(=O)OCCO1.O=S1(=O)OCCO1.O=S1(=O)OCCO1.O=S1(=O)OCCO1.O=S1(=O)OCCO1. Its HOMO energy is -10.79 eV.


Entry from the Open Molecules 2025 dataset: C28H44F5KN4O6STe as an isolated structure (wB97M-V/def2-TZVPD).

The geometry in XYZ format:
```
90
Properties=species:S:1:pos:R:3:mulliken_charge:R:1
Te 2.94699 0.66792 -3.57486 2.266
K 0.30061 0.05936 -0.03038 0.766
S -2.43658 0.17343 -1.94088 0.392
F 4.45174 1.58222 -2.88599 -0.449
F 1.66440 -0.15192 -4.66233 -0.434
F 3.90022 -0.92877 -3.42657 -0.439
F 3.89318 0.82888 -5.19863 -0.416
F 2.24041 2.34491 -4.10661 -0.478
O -0.35573 -2.12083 -1.39874 -0.456
O 2.06135 0.61773 -2.03706 -1.136
O -0.51543 -3.72667 2.83450 -0.761
O 1.59550 -3.11972 -1.86863 -0.830
O -1.95822 1.38773 -1.18833 -0.539
O -5.96899 -3.51600 4.23697 -0.697
N -0.62461 -0.23608 2.70933 0.079
N -3.98885 -4.27499 5.01838 0.321
N -3.12429 -1.73724 1.33408 -0.394
N 0.62338 -2.37819 1.30942 -0.312
C -0.87354 4.06351 0.32168 -0.640
C 0.67005 -3.44245 0.31837 -0.188
C -1.34532 4.21524 1.61801 -0.813
C -4.09685 -3.40040 2.75827 0.096
C -3.80304 -2.08825 2.42381 -0.260
C -1.29599 -0.03118 -3.31620 0.261
C 0.41628 3.60808 0.07062 0.731
C -2.53084 -4.38297 4.93601 0.203
C -4.63536 -4.65602 6.26402 -0.838
C 0.94851 3.50393 -1.32940 -0.647
C -0.17509 5.02376 4.94057 -1.572
C 0.00526 -2.64032 2.42499 0.212
C 0.72527 3.40730 2.46822 0.197
C -0.10507 -1.43752 3.38253 -0.611
C 0.65709 -2.85513 -1.10946 0.121
C -4.77141 -3.72301 4.05554 0.185
C -2.03307 -5.81717 4.87158 -1.154
C -1.07311 4.09067 4.12609 0.130
C -1.66704 -1.19871 -4.21218 -1.383
C -3.01775 -4.04526 0.73552 -0.977
C -3.91411 0.73577 -2.83401 -0.693
C -1.25986 2.75697 4.85007 -1.487
C 1.20063 3.26496 1.17294 -0.789
C -5.41900 -5.95812 6.15088 -1.121
C -0.55253 3.90339 2.71517 1.037
C -3.70872 2.02201 -3.61474 -0.970
C -2.72016 -2.70576 0.50934 0.160
C -3.70325 -4.39987 1.87853 0.241
H -2.05692 4.56427 4.04130 0.367
H -0.35435 -0.27047 -2.82138 -0.397
H -0.95097 -5.80259 4.74224 0.349
H -2.46030 -6.32764 4.00668 0.208
H -2.14391 -3.85291 4.06523 -0.450
H -3.85196 -4.74792 7.01865 0.417
H -2.59301 -1.02980 -4.77013 0.338
H -4.66850 2.46036 -3.89559 0.396
H -4.09895 -1.28318 3.09144 0.392
H 2.20012 2.87490 1.01088 0.356
H 0.81907 4.58995 5.06721 0.297
H 0.15773 3.68158 -2.05816 0.267
H -2.11260 -3.88319 5.81711 0.378
H -0.05627 5.98703 4.44189 0.362
H 1.38332 2.52442 -1.54533 -0.237
H -2.28268 -6.38869 5.77103 0.378
H -3.89980 -5.44026 2.11294 0.497
H -5.88710 -6.20801 7.10627 0.386
H -4.76400 -6.78080 5.86066 0.270
H 1.73719 4.24338 -1.49353 0.437
H -4.64874 0.86933 -2.03772 0.405
H -1.20210 0.92592 -3.83128 0.649
H -3.13592 1.85132 -4.52600 0.229
H -0.85753 -1.36085 -4.92354 0.353
H -0.84797 0.48188 3.38778 -0.121
H -6.20158 -5.85138 5.40073 0.298
H -0.30904 2.22510 4.93353 0.273
H -0.18795 -4.12064 0.43026 0.104
H -0.73393 -1.75808 4.22305 0.155
H -3.16616 2.74062 -2.99828 0.139
H -1.49349 -0.47788 2.23671 0.098
H -0.59359 5.19579 5.93571 0.455
H -2.35790 4.57179 1.77953 0.243
H -1.75093 -2.10249 -3.60773 0.280
H 1.57755 -4.04548 0.42831 0.263
H 1.36337 3.11673 3.29627 0.253
H -2.65308 -4.79272 0.04428 0.375
H -2.08465 -2.41856 -0.32775 0.416
H -4.24686 -0.09689 -3.45665 0.448
H 0.89108 -1.20744 3.77401 0.395
H -1.64870 2.91162 5.86001 0.503
H -5.30998 -3.85294 6.56790 0.409
H -1.52484 4.28149 -0.51585 0.163
H -1.95680 2.11536 4.30964 0.288
```

The calculation puts the energy relative to the best compared isomer or geometry (same formula, charge and spin) at 0.363 eV. Its total energy is -3529.4737 a.u. The gap between HOMO and LUMO is 6.0 eV. As for the LUMO energy: 3.871 eV. Its HOMO energy is -2.11 eV. The total charge is -2.


What is the gap between HOMO and LUMO in the first record? 10.8 eV


The highest energy relative to the best compared isomer or geometry (same formula, charge and spin) belongs to which entry? C28H44F12O32S6